This record from OMol25 describes C33H39BCl5N6ReS3 as an isolated structure in a non-equilibrium geometry. The level of theory is wB97M-V/def2-TZVPD.

XYZ file:
```
88
C33H39BCl5N6ReS3 (wB97M-V/def2-TZVPD)
Re -0.114 2.854 -1.893
C 3.937 3.091 1.612
C 2.992 1.957 1.525
C 3.102 0.831 2.298
C 2.115 -0.178 2.204
N 1.195 -0.119 1.267
N 1.105 0.924 0.462
B 0.083 0.872 -0.706
N -1.381 0.684 -0.220
N -1.605 0.234 0.989
C -2.827 -0.016 1.407
C -3.930 0.173 0.544
C -3.730 0.669 -0.724
C -4.834 0.944 -1.673
C -2.388 0.943 -1.090
S -2.014 1.599 -2.633
C -2.982 -0.549 2.810
C -2.011 0.178 3.745
C -2.651 -2.051 2.740
C -4.401 -0.390 3.360
N 0.469 -0.299 -1.669
N 0.185 -1.523 -1.265
C 0.492 -2.562 -2.010
C 1.158 -2.381 -3.244
C 1.480 -1.118 -3.680
C 2.183 -0.863 -4.959
C 1.083 -0.042 -2.839
S 1.370 1.585 -3.321
C 0.143 -3.952 -1.547
C 1.401 -4.831 -1.591
C -0.937 -4.528 -2.477
C -0.398 -3.944 -0.120
C 1.900 2.002 0.611
S 1.609 3.460 -0.263
C 2.091 -1.280 3.237
C 0.894 -2.193 3.009
C 3.368 -2.133 3.167
C 1.987 -0.613 4.619
H 4.748 2.878 2.303
H 4.358 3.311 0.633
H 3.414 3.985 1.949
H 3.914 0.724 2.997
H -4.930 -0.035 0.887
H -5.799 0.790 -1.201
H -4.785 1.964 -2.053
H -4.760 0.284 -2.538
H -1.012 0.197 3.319
H -2.329 1.203 3.916
H -1.982 -0.324 4.707
H -1.734 -2.219 2.182
H -2.535 -2.438 3.749
H -3.452 -2.602 2.254
H -4.732 0.645 3.315
H -5.109 -1.022 2.831
H -4.418 -0.694 4.403
H 1.405 -3.240 -3.848
H 2.329 -1.790 -5.509
H 1.625 -0.164 -5.579
H 3.156 -0.411 -4.770
H 1.766 -4.995 -2.600
H 2.203 -4.391 -1.003
H 1.166 -5.805 -1.173
H -0.612 -4.559 -3.514
H -1.160 -5.545 -2.167
H -1.852 -3.944 -2.413
H 0.373 -3.581 0.550
H -1.273 -3.309 -0.038
H -0.663 -4.955 0.175
H 0.937 -2.611 2.010
H 0.886 -3.003 3.731
H -0.021 -1.624 3.121
H 3.449 -2.625 2.201
H 4.261 -1.537 3.337
H 3.327 -2.897 3.939
H 1.155 0.087 4.653
H 1.825 -1.371 5.380
H 2.896 -0.078 4.878
Cl 2.969 4.362 -3.854
C 1.541 5.221 -3.515
C 0.572 4.684 -2.675
C -0.556 5.442 -2.398
Cl -1.628 4.619 -1.327
C -0.811 6.702 -2.921
Cl -2.222 7.570 -2.527
C 0.168 7.231 -3.795
Cl -0.070 8.761 -4.494
C 1.340 6.503 -4.079
Cl 2.521 7.169 -5.108
```

Its net charge is +3. As for the multiplicity: 2. For the LUMO energy (alpha / beta), the calculation gives -11.764 / -11.179 eV. The electronic energy is -5207.163751 Eh. The HOMO energy (alpha / beta) comes out at -16.58 / -16.62 eV. For the largest force on an atom, the calculation gives 3.3 eV/A. The value obtained for the relative energy (zero: lowest compared OMol25 entry of this formula, charge and spin) is 147.17 kJ/mol.

This record from OMol25 describes C33H39BN3O4Pd as an isolated structure in a non-equilibrium geometry. The level of theory is wB97M-V/def2-TZVPD.

XYZ file:
```
81
C33H39BN3O4Pd (wB97M-V/def2-TZVPD)
Pd 0.578 -0.021 -0.123
O -2.873 -2.762 -0.217
C -1.811 -2.154 -0.315
O -1.176 -1.552 0.583
C -1.144 -2.137 -1.716
C -1.627 -2.877 -2.788
C -0.950 -2.809 -3.995
C 0.194 -2.034 -4.085
C 0.618 -1.330 -2.965
N -0.061 -1.385 -1.822
C 1.901 -0.476 -2.940
O 2.583 -0.420 -3.963
O 2.146 0.096 -1.845
H -2.508 -3.483 -2.651
H -1.308 -3.352 -4.862
H 0.765 -1.959 -4.997
C 0.225 0.723 6.086
C -0.248 -0.314 5.057
C -1.313 0.265 4.126
C 0.911 -0.977 4.334
C 1.327 -2.194 4.868
C 2.337 -2.940 4.294
C 2.922 -2.486 3.131
C 2.544 -1.276 2.564
C 3.244 -0.836 1.297
C 3.125 -1.923 0.224
C 4.703 -0.477 1.584
C 1.558 -0.494 3.186
N 1.264 0.795 2.686
B 0.505 1.212 1.527
N 0.430 2.656 1.701
C 1.182 3.011 2.811
C 1.683 1.902 3.389
C -0.304 3.661 1.037
C -0.134 3.905 -0.335
C -0.818 4.958 -0.929
C -1.671 5.764 -0.204
C -1.870 5.496 1.134
C -1.209 4.452 1.765
C -1.559 4.160 3.207
C -1.272 5.357 4.117
C -3.030 3.751 3.298
C 0.753 3.045 -1.200
C 1.868 3.857 -1.856
C -0.103 2.300 -2.234
H -0.556 0.904 6.823
H 0.464 1.668 5.608
H 1.109 0.359 6.607
H -0.730 -1.121 5.624
H -0.981 1.194 3.678
H -2.226 0.467 4.684
H -1.535 -0.436 3.325
H 0.831 -2.566 5.756
H 2.648 -3.877 4.739
H 3.692 -3.077 2.655
H 2.746 0.062 0.891
H 3.686 -2.817 0.491
H 3.509 -1.544 -0.721
H 2.065 -2.189 0.096
H 5.244 -1.328 1.993
H 4.755 0.340 2.303
H 5.192 -0.161 0.666
H 1.327 4.043 3.078
H 2.349 1.819 4.229
H -0.676 5.153 -1.983
H -2.190 6.581 -0.683
H -2.565 6.100 1.698
H -0.960 3.320 3.560
H -1.935 6.188 3.891
H -0.246 5.700 3.991
H -1.416 5.080 5.160
H -3.677 4.533 2.908
H -3.304 3.560 4.333
H -3.201 2.846 2.721
H 1.239 2.277 -0.576
H 1.466 4.577 -2.566
H 2.542 3.186 -2.381
H 2.437 4.392 -1.095
H -0.743 2.986 -2.787
H -0.737 1.561 -1.714
H 0.551 1.786 -2.937
```

Its net charge is -1. As for the multiplicity: 1. For the LUMO energy, the calculation gives 2.040 eV. The electronic energy is -1899.037956 Eh. The HOMO energy comes out at -5.19 eV. For the largest force on an atom, the calculation gives 3.0 eV/A.

This record from OMol25 describes C33H39ClIN5OOsS as an isolated structure. The level of theory is wB97M-V/def2-TZVPD.

XYZ file:
```
82
C33H39ClIN5OOsS (wB97M-V/def2-TZVPD)
Os -0.630 -0.231 -0.375
C -3.404 -0.848 -0.178
C -3.211 -2.052 0.734
C -2.364 -3.174 0.146
C -2.823 -1.662 2.147
C -3.715 -1.979 3.165
C -3.462 -1.630 4.480
C -2.339 -0.885 4.782
C -1.420 -0.522 3.801
C -0.353 0.498 4.176
C 0.370 0.163 5.483
C -1.002 1.885 4.258
C -1.638 -1.000 2.496
N -0.581 -0.822 1.532
C 0.648 -1.125 1.923
C 1.697 -0.761 1.093
C 3.080 -0.862 1.187
C 3.588 -0.223 0.072
C 2.521 0.262 -0.703
N 1.346 -0.033 -0.068
C 2.770 1.016 -1.993
C 3.589 2.265 -1.624
C 3.605 0.125 -2.924
C 1.524 1.457 -2.746
H -3.827 -1.119 -1.146
H -2.539 -0.182 -0.476
H -4.026 -0.084 0.293
H -4.229 -2.443 0.817
H -1.313 -2.894 0.067
H -2.716 -3.456 -0.848
H -2.410 -4.054 0.787
H -4.626 -2.509 2.915
H -4.158 -1.909 5.260
H -2.184 -0.550 5.799
H 0.409 0.558 3.397
H -0.258 0.360 6.352
H 1.259 0.785 5.587
H 0.679 -0.883 5.529
H -1.805 1.890 4.997
H -1.428 2.185 3.300
H -0.264 2.628 4.570
H 0.793 -1.647 2.862
H 3.632 -1.351 1.975
H 4.630 -0.115 -0.180
H 4.481 2.022 -1.049
H 2.983 2.948 -1.033
H 3.904 2.776 -2.536
H 4.578 -0.114 -2.497
H 3.773 0.638 -3.872
H 3.085 -0.814 -3.134
H 0.771 1.882 -2.093
H 1.073 0.645 -3.308
H 1.809 2.223 -3.471
Cl 0.461 -4.050 -6.457
C 0.078 -2.896 -5.271
C -0.566 -1.731 -5.654
C -0.901 -0.749 -4.732
I -1.822 0.974 -5.327
C -0.594 -0.944 -3.349
O -0.863 -0.065 -2.484
C 0.077 -2.178 -2.956
N 0.340 -2.294 -1.650
C 0.979 -3.372 -1.230
C 1.383 -4.393 -2.095
C 1.105 -4.287 -3.438
C 0.430 -3.147 -3.900
H -0.803 -1.593 -6.700
H 1.181 -3.434 -0.167
H 1.905 -5.253 -1.700
H 1.402 -5.064 -4.128
S -1.605 2.067 0.408
C -0.796 3.559 0.194
N -1.041 4.428 -0.779
C -0.330 5.695 -0.600
C 0.454 5.454 0.713
N 0.082 4.076 1.050
H -1.721 4.233 -1.494
H -1.037 6.517 -0.504
H 0.329 5.895 -1.444
H 0.150 6.139 1.501
H 1.527 5.542 0.569
H 0.323 3.593 1.899
```

Its net charge is +2. As for the multiplicity: 5. For the LUMO energy (alpha / beta), the calculation gives -5.951 / -8.093 eV. The electronic energy is -2876.118949 Eh. The HOMO energy (alpha / beta) comes out at -12.83 / -13.12 eV. For the largest force on an atom, the calculation gives 0.8 eV/A. The value obtained for the relative energy (zero: lowest compared OMol25 entry of this formula, charge and spin) is 82.18 kJ/mol.

This record from OMol25 describes a 5-piece molecular cluster, C33H39F4N4O overall. The level of theory is wB97M-V/def2-TZVPD.

XYZ file:
```
81
C33H39F4N4O (wB97M-V/def2-TZVPD)
C -5.733 -0.354 1.921
C -5.904 -0.815 0.496
O -5.576 -2.192 0.426
C -5.448 -2.688 -0.892
C -4.102 -2.300 -1.515
C -2.983 -3.336 -1.333
C -1.958 -2.887 -0.295
C -0.658 -3.705 -0.346
C 0.172 -3.412 0.844
N 0.041 -3.968 2.046
C 0.941 -3.371 2.831
N 1.134 -3.637 4.121
N 1.629 -2.447 2.133
N 1.138 -2.490 0.862
H -6.273 -0.991 2.620
H -6.078 0.675 2.023
H -4.682 -0.372 2.203
H -6.923 -0.642 0.128
H -5.240 -0.229 -0.154
H -5.532 -3.772 -0.795
H -6.280 -2.350 -1.519
H -3.789 -1.383 -1.008
H -4.220 -2.029 -2.565
H -3.422 -4.279 -0.992
H -2.493 -3.545 -2.287
H -2.394 -2.989 0.702
H -1.721 -1.829 -0.434
H -0.100 -3.481 -1.257
H -0.877 -4.773 -0.329
H 0.494 -4.279 4.557
H 1.926 -3.310 4.644
H 2.356 -1.803 2.406
H 1.494 -1.881 0.138
F 3.307 -0.745 0.305
C 4.419 -1.447 -0.099
C 4.534 -2.733 0.376
C 5.620 -3.498 -0.020
C 6.566 -2.944 -0.871
C 6.424 -1.638 -1.326
C 5.332 -0.867 -0.947
H 3.746 -3.065 1.031
H 5.728 -4.515 0.334
H 7.419 -3.532 -1.181
H 7.160 -1.209 -1.989
H 5.196 0.145 -1.300
F 6.302 0.835 -3.380
C 7.263 1.792 -3.300
C 8.564 1.407 -3.049
C 9.535 2.396 -2.968
C 9.195 3.731 -3.135
C 7.877 4.083 -3.388
C 6.892 3.108 -3.475
H 8.811 0.362 -2.928
H 10.563 2.117 -2.778
H 9.957 4.495 -3.072
H 7.609 5.122 -3.521
H 5.860 3.356 -3.678
F -3.166 1.386 1.889
C -1.977 1.797 2.379
C -1.066 0.837 2.775
C 0.156 1.261 3.278
C 0.447 2.615 3.377
C -0.493 3.553 2.972
C -1.721 3.150 2.466
H -1.328 -0.210 2.699
H 0.885 0.530 3.606
H 1.399 2.939 3.774
H -0.274 4.609 3.053
H -2.469 3.862 2.146
F -6.784 2.925 1.712
C -6.472 3.453 0.508
C -7.448 4.170 -0.155
C -7.146 4.705 -1.399
C -5.890 4.517 -1.958
C -4.930 3.794 -1.266
C -5.209 3.254 -0.016
H -8.421 4.297 0.299
H -7.898 5.272 -1.931
H -5.661 4.935 -2.929
H -3.948 3.648 -1.697
H -4.465 2.698 0.536
```

Its net charge is +1. As for the multiplicity: 1. For the LUMO energy, the calculation gives -2.498 eV. The electronic energy is -1974.369844 Eh. The HOMO energy comes out at -10.75 eV. For the largest force on an atom, the calculation gives 0.5 eV/A.

This record from OMol25 describes C33H39FeN9O2P as an isolated structure in a non-equilibrium geometry. The level of theory is wB97M-V/def2-TZVPD.

XYZ file:
```
85
C33H39FeN9O2P (wB97M-V/def2-TZVPD)
Fe -0.351 -0.248 1.133
C -0.160 -1.749 5.116
C 0.250 -0.627 5.820
C 0.328 0.590 5.166
C 0.003 0.641 3.817
N -0.382 -0.444 3.142
C -0.468 -1.615 3.774
C 0.005 1.884 3.005
C 0.369 3.123 3.515
C 0.220 4.236 2.708
C -0.371 4.094 1.466
C -0.730 2.827 1.021
N -0.444 1.729 1.746
C -1.556 2.626 -0.214
C -1.872 3.651 -1.101
C -2.683 3.351 -2.184
C -3.150 2.055 -2.343
C -2.798 1.110 -1.391
N -2.030 1.393 -0.352
H -0.239 -2.716 5.592
H 0.501 -0.698 6.869
H 0.630 1.479 5.699
H -0.770 -2.453 3.164
H 0.756 3.216 4.519
H 0.514 5.213 3.065
H -0.582 4.965 0.865
H -1.495 4.654 -0.964
H -2.948 4.121 -2.897
H -3.785 1.782 -3.175
H -3.154 0.085 -1.459
O 1.223 -3.859 0.253
C 0.968 -2.726 0.670
N -0.207 -2.119 0.742
C -1.358 -2.806 0.217
C -2.598 -2.068 0.678
C -3.886 -2.558 0.467
C -4.965 -1.829 0.923
C -4.742 -0.625 1.586
C -3.442 -0.200 1.745
N -2.392 -0.896 1.300
C 2.066 -1.842 1.228
C 3.321 -2.374 1.488
C 4.280 -1.567 2.071
C 3.957 -0.250 2.369
C 2.687 0.204 2.065
N 1.755 -0.563 1.497
H -1.384 -3.853 0.538
H -1.357 -2.838 -0.882
H -4.021 -3.505 -0.039
H -5.973 -2.193 0.775
H -5.560 -0.030 1.966
H -3.209 0.738 2.235
H 3.494 -3.411 1.235
H 5.264 -1.955 2.298
H 4.675 0.417 2.823
H 2.411 1.234 2.264
C 0.887 -2.850 -2.886
N 0.280 -1.528 -3.006
C -1.075 -1.556 -3.540
P 0.841 -0.179 -2.253
O 0.267 0.131 -0.913
N 0.432 1.053 -3.306
C 0.470 0.933 -4.754
C 0.730 2.405 -2.856
N 2.483 -0.353 -2.210
C 3.210 -0.716 -3.419
C 3.322 0.270 -1.205
H 1.030 -3.281 -3.881
H 0.253 -3.512 -2.293
H 1.847 -2.791 -2.381
H -1.069 -1.811 -4.604
H -1.558 -0.587 -3.422
H -1.669 -2.312 -3.019
H 0.455 -0.109 -5.061
H 1.375 1.397 -5.164
H -0.394 1.437 -5.196
H 0.745 2.447 -1.767
H -0.034 3.101 -3.211
H 1.703 2.741 -3.236
H 2.541 -1.103 -4.185
H 3.947 -1.493 -3.196
H 3.740 0.150 -3.828
H 2.698 0.742 -0.452
H 3.951 1.039 -1.665
H 3.976 -0.464 -0.725
```

Its net charge is +1. As for the multiplicity: 1. For the LUMO energy (alpha / beta), the calculation gives -2.849 / -2.854 eV. The electronic energy is -3529.245511 Eh. The HOMO energy (alpha / beta) comes out at -9.98 / -9.99 eV. For the largest force on an atom, the calculation gives 1.0 eV/A. The value obtained for the relative energy (zero: lowest compared OMol25 entry of this formula, charge and spin) is 20.20 kJ/mol.

This record from OMol25 describes a 2-piece molecular cluster, C33H39N4O overall in a non-equilibrium geometry. The level of theory is wB97M-V/def2-TZVPD.

XYZ file:
```
77
C33H39N4O (wB97M-V/def2-TZVPD)
C 3.856 -2.795 -2.529
N 3.114 -2.304 -1.381
C 3.816 -1.950 -0.249
O 5.003 -2.096 -0.047
C 2.841 -1.260 0.682
C 3.312 0.174 0.949
C 3.453 0.960 -0.319
C 4.625 0.893 -1.060
C 4.742 1.562 -2.258
C 3.680 2.301 -2.737
C 2.501 2.358 -2.022
C 2.389 1.693 -0.819
N 1.507 -1.295 0.006
C 0.384 -0.743 0.569
C -0.772 -0.448 -0.132
C -2.031 -0.367 0.446
C -3.251 -0.507 -0.283
C -4.425 -0.902 0.391
C -5.568 -1.214 -0.304
C -5.591 -1.119 -1.685
C -4.464 -0.694 -2.369
C -3.310 -0.394 -1.687
C 1.650 -2.029 -1.296
C 0.814 -3.349 -1.389
C 1.353 -4.341 -0.356
C 0.913 -3.930 -2.810
C -0.678 -3.141 -1.104
H 4.871 -2.398 -2.498
H 3.918 -3.881 -2.501
H 3.380 -2.470 -3.452
H 2.775 -1.835 1.616
H 2.614 0.680 1.625
H 4.284 0.150 1.455
H 5.439 0.286 -0.700
H 5.656 1.492 -2.827
H 3.763 2.814 -3.680
H 1.662 2.912 -2.408
H 1.470 1.736 -0.261
H 0.367 -0.671 1.641
H -0.699 -0.436 -1.201
H -2.096 -0.386 1.518
H -4.398 -1.011 1.461
H -6.440 -1.563 0.225
H -6.484 -1.380 -2.229
H -4.486 -0.614 -3.444
H -2.444 -0.061 -2.233
H 1.381 -1.349 -2.109
H 1.259 -3.936 0.651
H 0.791 -5.272 -0.396
H 2.404 -4.562 -0.532
H 0.659 -3.177 -3.556
H 1.906 -4.309 -3.031
H 0.210 -4.752 -2.930
H -1.116 -2.437 -1.808
H -1.222 -4.080 -1.205
H -0.840 -2.785 -0.090
C -2.354 1.820 5.774
C -2.952 3.019 5.432
C -2.749 3.560 4.180
C -1.940 2.915 3.248
C -1.701 3.472 1.922
N -0.938 2.897 1.037
C -0.870 3.689 -0.119
C -1.700 4.961 0.135
N -2.238 4.694 1.460
C -1.349 1.707 3.608
C -1.555 1.163 4.859
H -2.512 1.397 6.754
H -3.579 3.529 6.146
H -3.222 4.488 3.915
H 0.183 3.922 -0.327
H -1.258 3.109 -0.966
H -1.083 5.868 0.130
H -2.517 5.086 -0.587
H -2.291 5.509 2.076
H -0.726 1.202 2.892
H -1.095 0.223 5.122
```

Its net charge is +1. As for the multiplicity: 1. For the LUMO energy, the calculation gives -4.674 eV. The electronic energy is -1574.923187 Eh. The HOMO energy comes out at -10.67 eV. For the largest force on an atom, the calculation gives 3.0 eV/A. The value obtained for the relative energy (zero: lowest compared OMol25 entry of this formula, charge and spin) is 66.31 kJ/mol.